C45H81BrN2O9S | ωB97M-V with the def2-TZVPD basis set

Properties
orbital gap = 8.42 eV
2S+1 = 1
total charge = 0
HOMO level = -0.318 Ha
lowest unoccupied orbital energy = -0.23 eV
relative energy (zero: lowest compared OMol25 entry of this formula, charge and spin) = 0.0 kcal/mol

XYZ file:
```
139
Properties=species:S:1:pos:R:3:forces:R:3:lowdin_charge:R:1
Br 3.27258 -1.16861 -0.58785 -0.202 -0.012 0.026 0.64
C 1.65708 -0.04386 -0.68856 0.250 -0.110 -0.336 -0.54
C 1.37318 0.33503 -2.13782 0.548 -0.316 0.281 -0.29
C 0.43736 -0.63101 -2.83420 -0.437 0.338 -0.177 -0.16
C -1.01490 -0.47873 -2.45216 -0.117 0.203 0.067 -0.21
C -1.72969 -1.64424 -2.06907 -0.830 -0.510 0.234 -0.02
C -3.05602 -1.63661 -1.74576 0.141 0.057 -0.125 0.01
C -3.74327 -0.40075 -1.79394 -0.406 -0.183 0.155 -0.37
N -5.04022 -0.16599 -1.53447 -0.101 -0.448 0.173 -0.24
S -5.27920 1.39400 -1.72406 0.322 0.230 -0.190 0.99
N -3.80354 1.87806 -2.15377 -0.436 0.009 0.129 -0.22
C -3.04733 0.77211 -2.14928 0.687 0.703 -0.326 -0.37
C -1.67018 0.72256 -2.48709 0.451 -0.397 -0.006 0.04
H 0.87527 -0.64409 -0.24349 -0.175 0.025 0.152 0.06
H 1.88366 0.81637 -0.07970 0.011 0.130 0.246 0.05
H 2.31559 0.30568 -2.66885 0.183 0.220 -0.158 0.06
H 1.03990 1.36852 -2.18373 -0.270 0.075 -0.044 0.10
H 0.74040 -1.65629 -2.64055 0.168 -0.136 0.017 0.11
H 0.52449 -0.47389 -3.90815 0.060 -0.012 -0.161 0.11
H -1.23469 -2.60270 -2.04137 0.301 -0.057 -0.066 0.12
H -3.58266 -2.53741 -1.48007 -0.029 -0.205 0.069 0.10
H -1.13102 1.60844 -2.78144 -0.134 0.276 -0.017 0.12
C 3.48019 3.61014 -5.27061 0.038 0.017 0.102 -0.17
C 4.50575 2.56243 -5.69438 -0.028 0.002 -0.100 -0.17
C 3.98505 1.31837 -4.98896 -0.004 0.001 0.111 -0.20
O 2.56267 1.45998 -4.92103 0.017 0.042 -0.062 -0.16
C 2.19334 2.79738 -5.26747 -0.021 -0.051 -0.088 -0.20
H 3.43199 4.47226 -5.93374 -0.002 -0.008 -0.019 0.11
H 3.70400 3.96673 -4.26263 -0.011 0.004 -0.006 0.11
H 4.47394 2.42352 -6.77736 0.007 -0.007 0.007 0.11
H 5.52805 2.80915 -5.41291 -0.001 0.004 0.023 0.11
H 4.37721 1.24599 -3.96807 0.047 -0.007 -0.020 0.12
H 4.22697 0.39608 -5.51760 -0.050 -0.025 0.011 0.12
H 1.72848 2.78452 -6.25908 -0.010 0.055 0.006 0.12
H 1.46059 3.16452 -4.54709 -0.016 -0.050 0.016 0.11
C -5.68888 -7.11172 -1.90192 -0.030 -0.058 0.117 -0.16
C -6.44012 -5.94159 -2.52868 0.054 -0.001 -0.101 -0.16
C -5.68884 -4.74774 -1.95565 -0.017 0.000 0.086 -0.21
O -4.33582 -5.17647 -1.76577 -0.008 0.032 -0.031 -0.16
C -4.25704 -6.59833 -1.90953 0.022 0.032 -0.103 -0.20
H -5.80613 -8.04846 -2.44376 -0.026 0.018 -0.047 0.09
H -6.02776 -7.26555 -0.87427 0.013 0.011 0.001 0.12
H -6.33315 -5.96908 -3.61571 -0.010 0.006 0.003 0.11
H -7.50264 -5.92386 -2.29237 -0.002 -0.003 0.021 0.11
H -6.09782 -4.44798 -0.98492 -0.045 0.015 -0.026 0.12
H -5.69996 -3.88022 -2.61739 0.054 0.020 0.018 0.11
H -3.76039 -6.82388 -2.86028 -0.001 -0.055 0.009 0.11
H -3.65273 -7.00678 -1.09876 0.030 0.057 0.013 0.12
C 5.45449 -0.73866 3.87139 -0.101 -0.070 -0.009 -0.16
C 5.59171 -0.37892 2.39471 0.108 0.023 0.015 -0.18
C 4.65518 0.81580 2.27986 -0.078 -0.017 0.101 -0.23
O 4.68513 1.47457 3.54868 0.005 -0.047 -0.027 -0.14
C 5.33406 0.63397 4.51317 0.028 0.108 -0.064 -0.20
H 6.29263 -1.31128 4.26555 0.031 0.034 0.001 0.11
H 4.53943 -1.31471 4.03087 0.009 0.001 -0.001 0.11
H 6.61906 -0.07523 2.17761 -0.009 0.006 0.001 0.11
H 5.32492 -1.18783 1.71812 -0.030 -0.003 -0.005 0.07
H 3.62766 0.49513 2.07637 0.022 -0.045 -0.061 0.09
H 4.95820 1.51951 1.50267 -0.018 0.034 0.021 0.11
H 6.31693 1.04940 4.73468 0.042 -0.036 0.075 0.09
H 4.74677 0.62380 5.43260 -0.039 0.051 -0.024 0.12
C -5.53330 -12.34566 -3.57398 -0.093 -0.051 -0.003 -0.17
C -5.55990 -11.88460 -5.02830 0.103 0.037 -0.004 -0.17
C -6.52938 -10.71311 -4.96204 -0.099 -0.010 0.027 -0.20
O -6.38258 -10.13995 -3.65933 0.045 -0.082 -0.018 -0.16
C -5.61838 -11.02098 -2.82996 0.076 0.079 -0.013 -0.21
H -4.64660 -12.92001 -3.31102 0.017 0.012 -0.005 0.11
H -6.41245 -12.95680 -3.35821 0.007 0.003 0.009 0.11
H -4.56881 -11.53806 -5.32966 -0.009 0.000 -0.007 0.11
H -5.87795 -12.65552 -5.72816 -0.019 -0.007 0.007 0.11
H -7.56548 -11.04748 -5.07982 0.011 -0.016 -0.046 0.12
H -6.32501 -9.94931 -5.71295 -0.010 0.043 0.033 0.12
H -4.62386 -10.58510 -2.68211 0.012 -0.042 0.033 0.12
H -6.10534 -11.10869 -1.85831 -0.029 0.048 -0.005 0.12
C -3.60985 1.22490 1.80789 -0.099 -0.027 -0.066 -0.17
C -3.78287 2.71980 1.55129 0.141 0.009 0.014 -0.17
C -4.67792 3.13369 2.70666 -0.201 -0.075 0.072 -0.19
O -4.35406 2.26135 3.79917 0.027 -0.020 -0.072 -0.14
C -3.54684 1.18100 3.32917 0.063 0.087 0.037 -0.21
H -2.72630 0.79512 1.33543 0.013 0.008 0.003 0.11
H -4.48696 0.67895 1.44974 0.016 -0.016 0.002 0.10
H -2.81773 3.22778 1.62347 -0.020 0.024 -0.003 0.11
H -4.21404 2.94947 0.57887 0.007 0.021 -0.002 0.08
H -5.73734 2.99480 2.45807 0.020 -0.006 -0.054 0.12
H -4.52053 4.16680 3.00593 0.023 -0.046 0.040 0.09
H -2.52144 1.33150 3.68618 0.017 -0.056 -0.029 0.12
H -3.92273 0.24431 3.74354 -0.024 0.021 0.036 0.11
C 10.32852 1.99504 6.04998 -0.035 0.055 0.083 -0.17
C 10.59010 0.68857 6.79400 0.049 -0.049 -0.078 -0.17
C 9.17959 0.13908 6.95579 -0.063 0.060 0.047 -0.20
O 8.43599 0.59655 5.82300 0.117 0.001 0.032 -0.16
C 9.18203 1.60105 5.12961 0.015 -0.081 -0.066 -0.21
H 11.19344 2.37277 5.50716 0.007 -0.016 -0.012 0.11
H 10.00163 2.76636 6.75089 0.000 0.003 -0.012 0.11
H 11.18783 0.01723 6.17334 -0.004 -0.003 0.011 0.11
H 11.10328 0.81924 7.74534 -0.012 0.015 0.011 0.11
H 8.70391 0.52569 7.86338 0.037 -0.023 0.028 0.12
H 9.14896 -0.95050 6.98670 -0.045 -0.004 -0.031 0.12
H 9.55417 1.17352 4.19210 0.024 0.048 -0.010 0.12
H 8.52172 2.43572 4.89065 -0.049 -0.032 0.003 0.12
C -1.54495 7.63004 2.98992 -0.103 0.133 -0.154 -0.17
C -2.20486 7.45768 4.35178 0.050 -0.113 0.068 -0.17
C -3.55924 6.87549 3.96993 -0.055 0.058 -0.035 -0.20
O -3.34955 6.11335 2.77708 0.102 0.161 0.004 -0.17
C -2.05207 6.40458 2.24551 0.019 -0.114 0.044 -0.20
H -0.46137 7.67844 3.03744 0.039 -0.023 0.073 0.09
H -1.91151 8.54096 2.50809 -0.012 -0.023 -0.007 0.12
H -1.63797 6.74078 4.94941 0.012 0.015 -0.001 0.11
H -2.28972 8.38307 4.92024 -0.012 0.016 -0.016 0.11
H -4.28698 7.66554 3.75401 0.006 0.016 0.047 0.12
H -3.97400 6.22377 4.74047 -0.020 -0.042 -0.040 0.12
H -1.40396 5.53896 2.42267 0.044 0.031 -0.021 0.12
H -2.13356 6.56187 1.16908 -0.062 -0.033 -0.002 0.12
C 2.89319 9.32087 5.11519 -0.058 0.091 -0.032 -0.17
C 2.24050 9.14592 6.48342 0.067 -0.071 0.037 -0.17
C 0.88727 8.55998 6.10647 -0.068 0.046 -0.069 -0.21
O 1.09519 7.79847 4.91390 0.102 0.057 0.060 -0.16
C 2.38751 8.09131 4.37430 0.028 -0.108 0.052 -0.20
H 3.98004 9.37406 5.14988 0.007 -0.017 0.011 0.11
H 2.52188 10.22990 4.63641 0.008 -0.007 -0.005 0.11
H 2.80856 8.42934 7.08064 -0.010 0.003 0.003 0.11
H 2.15563 10.07079 7.05161 -0.011 0.015 -0.013 0.11
H 0.15802 9.34956 5.89288 0.004 0.018 0.049 0.12
H 0.47554 7.90894 6.87829 -0.022 -0.037 -0.036 0.12
H 3.03931 7.22826 4.54460 0.037 0.024 -0.029 0.12
H 2.29812 8.25000 3.29847 -0.049 -0.026 -0.002 0.12
C -1.38760 -3.36759 -7.05618 0.006 -0.083 -0.046 -0.17
C -2.52088 -3.79039 -6.12509 -0.012 0.109 0.032 -0.17
C -1.77462 -4.61617 -5.08712 0.011 -0.059 0.052 -0.20
O -0.46281 -4.05338 -4.99151 -0.029 0.024 -0.023 -0.15
C -0.24956 -3.14042 -6.07017 -0.042 0.072 0.081 -0.20
H -1.61311 -2.48296 -7.64980 -0.006 0.016 0.014 0.11
H -1.13888 -4.18319 -7.73920 0.009 0.009 0.001 0.11
H -2.96716 -2.91028 -5.65596 -0.003 -0.015 0.015 0.11
H -3.31270 -4.35067 -6.62011 0.012 -0.017 -0.014 0.11
H -1.68316 -5.66266 -5.39936 -0.046 0.001 -0.012 0.12
H -2.24922 -4.58751 -4.10470 0.038 -0.004 0.027 0.11
H -0.26856 -2.11931 -5.67225 0.005 0.018 -0.055 0.11
H 0.73379 -3.32351 -6.50469 0.022 -0.023 0.044 0.12
```
Positions in Å, forces in eV/Å.